1.
C54H67AgCl6F12N13P2 | wB97M-V/def2-TZVPD

```
155
Properties=species:S:1:pos:R:3:forces:R:3
Ag -0.50904 3.52497 -0.16763 0.2 0.0 0.0
P 1.54454 4.78752 2.83995 -0.8 -0.6 0.2
F 2.53115 3.64742 2.21481 -0.3 0.1 0.3
F 1.54755 5.62048 1.49424 0.1 0.0 -0.9
F 0.20461 3.91738 2.27647 1.0 0.2 0.0
F 0.56049 5.81552 3.50001 -0.7 1.2 0.3
F 1.39104 3.92283 4.22135 1.0 -0.3 -0.1
F 2.83572 5.61165 3.32677 -0.1 -0.5 0.5
P -1.61427 0.17916 -0.20914 0.0 1.1 -1.6
F -0.06631 0.65550 0.23695 -0.9 -0.4 0.1
F -2.19346 1.26617 0.77714 0.0 0.4 0.4
F -1.62139 1.28115 -1.48632 0.6 -1.1 1.3
F -3.15281 -0.17054 -0.68178 1.1 -0.8 0.3
F -0.87281 -0.93810 -1.12967 -0.8 0.4 0.1
F -1.68193 -0.94055 0.97867 0.2 0.0 0.0
N 5.01823 4.61631 0.93441 0.1 -1.7 1.1
C 5.51269 3.71524 0.03540 -0.9 -1.1 -0.3
C 5.97554 4.37323 -1.07245 -0.3 0.8 0.7
C 5.79419 5.77073 -0.75365 0.2 -1.4 -1.3
C 5.20397 5.86021 0.47469 0.2 1.0 -0.5
H 4.66211 4.29127 1.84330 0.2 0.8 -0.8
H 5.20921 2.68112 0.17736 0.6 0.1 0.0
H 6.30823 3.97706 -2.03171 -0.1 0.0 0.5
H 5.99664 6.45154 -1.54803 0.1 1.1 0.3
H 4.92063 6.71027 1.03652 -0.2 0.6 0.4
N 1.17143 -2.01097 1.43202 -0.8 0.6 -0.8
C 0.95053 -3.27624 1.80668 0.1 -0.3 -0.4
C 1.98664 -3.66561 2.69085 0.8 0.6 0.0
C 2.83033 -2.56210 2.79785 1.1 -3.0 1.2
C 2.32487 -1.55378 2.00343 -1.3 -1.0 -0.1
H 0.52292 -1.51909 0.80211 0.5 0.2 0.3
H 0.18619 -3.88527 1.34533 -0.2 0.1 0.1
H 2.14485 -4.66114 3.07380 -0.1 0.1 0.1
H 3.81600 -2.62838 3.28756 -0.8 0.6 -0.2
H 2.81745 -0.67023 1.82602 0.5 2.3 -0.7
N -0.86356 -6.11660 0.76234 -1.1 0.2 -0.1
C -1.19704 -5.59806 -0.47974 -0.5 0.4 0.9
C -0.39971 -6.08622 -1.43659 2.2 -1.0 0.9
C 0.53529 -6.96912 -0.76184 -1.8 0.1 1.2
C 0.13000 -7.01827 0.57964 1.5 -0.8 -1.1
H -1.50927 -6.11932 1.55811 0.5 0.0 -0.7
H -1.98324 -4.91718 -0.58382 -1.1 0.8 0.0
H -0.32357 -5.80820 -2.45615 -0.3 0.2 -0.6
H 1.22341 -7.62794 -1.23239 0.6 -0.2 -0.1
H 0.45216 -7.69326 1.37333 0.0 0.4 -0.2
N 2.34265 4.50278 -0.98209 -0.4 0.6 -0.5
C 2.05945 4.70969 -2.30262 0.6 0.7 -0.5
C 1.42434 3.61391 -2.84237 0.3 0.5 1.0
C 1.29219 2.69518 -1.77180 -0.4 -1.3 0.4
C 1.81194 3.29131 -0.61882 0.9 -0.1 0.4
H 2.76803 5.16819 -0.32350 -0.3 -0.5 -0.7
H 2.35455 5.61674 -2.83635 -0.1 -0.3 0.5
H 1.09113 3.54108 -3.85462 -0.1 -0.3 -0.3
H 1.00992 1.62600 -1.81974 0.0 1.0 0.0
H 2.10857 2.94157 0.37354 -0.5 -0.3 -0.7
N 4.81105 -2.70220 0.04961 -0.9 0.5 1.6
C 3.89747 -3.58733 -0.52393 1.8 1.2 -0.1
C 4.49587 -3.96903 -1.68025 -0.7 -2.5 -1.7
C 5.77210 -3.38220 -1.87749 -0.9 -0.4 0.2
C 5.92481 -2.61444 -0.73131 1.2 1.3 -1.0
H 4.63685 -2.14292 0.92799 0.6 -1.0 -1.7
H 2.94445 -3.81035 -0.12223 -0.5 -0.2 0.4
H 4.13252 -4.79777 -2.32453 0.0 1.0 0.4
H 6.29559 -3.57911 -2.85151 0.0 0.6 1.7
H 6.66894 -1.82720 -0.55889 -0.3 -0.6 0.3
N -2.97484 5.29975 1.59581 1.7 0.3 -3.1
C -3.26061 4.08303 1.01228 -0.6 1.3 1.7
C -2.82612 4.09272 -0.27770 0.1 -0.4 -0.5
C -2.10087 5.33278 -0.48728 -1.3 -0.1 1.6
C -2.21805 6.07671 0.67249 -1.2 -1.0 1.0
H -3.14033 5.54802 2.53909 -0.1 0.0 1.0
H -3.83053 3.38055 1.60934 0.2 -0.1 -0.4
H -3.17019 3.33594 -0.97977 0.5 0.3 -0.1
H -1.75608 5.70868 -1.39209 0.6 0.5 -1.4
H -1.95517 7.11691 0.86805 0.1 -0.6 0.1
N 0.45877 -1.32604 4.45919 0.6 -2.6 0.6
C 0.75764 -1.18594 5.81346 -0.5 0.7 -1.3
C 0.65386 0.15790 6.06499 -0.2 0.2 0.4
C 0.29706 0.81200 4.85884 0.4 2.9 1.5
C 0.18461 -0.11083 3.89577 0.1 -1.2 -0.2
H 0.40270 -2.27622 4.00439 -0.1 2.0 0.8
H 0.97463 -2.00342 6.46787 0.0 -0.3 0.0
H 0.67327 0.67223 7.01495 0.4 -0.2 0.0
H 0.21379 1.93210 4.83990 -0.1 -1.6 -0.5
H -0.17317 -0.08306 2.91305 -0.3 0.3 -1.3
N -2.75682 -1.90704 -3.08229 0.3 -0.7 0.4
C -1.79962 -2.88967 -2.98559 0.0 -0.7 0.1
C -1.87201 -3.69838 -4.09376 -1.2 2.0 -0.2
C -2.90842 -3.13327 -4.89907 -0.2 1.2 1.3
C -3.47334 -2.03632 -4.24596 0.1 -1.1 0.5
H -3.09349 -1.50054 -2.22600 -0.1 0.6 -0.2
H -1.23068 -3.02356 -2.07921 0.0 0.2 -0.1
H -1.33767 -4.54861 -4.39437 0.9 -0.8 0.0
H -3.18399 -3.46960 -5.83737 -0.6 -0.6 -1.6
H -4.40669 -1.45678 -4.31676 0.8 -0.3 -0.5
N -1.05464 0.19247 -5.13695 0.2 -0.9 2.4
C -1.21590 1.53429 -5.07571 0.1 -0.5 -2.2
C -1.09475 1.97383 -6.36837 0.3 -0.5 -1.8
C -0.81058 0.80769 -7.24258 -0.3 1.3 1.2
C -0.75846 -0.23769 -6.35591 -0.2 -0.3 -1.6
H -1.17085 -0.46031 -4.36267 0.1 0.5 -0.2
H -1.35698 2.00443 -4.16696 -0.4 1.0 1.5
H -1.17335 2.97925 -6.76549 0.0 -0.1 0.4
H -0.70990 0.77828 -8.33650 0.1 0.1 0.8
H -0.56405 -1.27517 -6.46599 0.0 -0.6 -0.4
N 3.87405 0.71439 4.20256 -3.2 0.4 3.3
C 4.69624 -0.19808 4.74460 0.6 -1.2 -0.9
C 5.68897 -0.38809 3.77381 0.3 -0.2 1.9
C 5.44739 0.54942 2.78509 0.2 0.1 -2.4
C 4.26951 1.19901 3.03752 -0.2 0.4 -0.5
H 3.03213 1.02442 4.72621 0.8 -0.2 -0.8
H 4.37840 -0.74282 5.62863 0.4 0.3 -0.1
H 6.59121 -0.97379 3.86029 -0.2 -0.2 0.0
H 5.98630 0.61826 1.86226 0.4 0.3 -0.2
H 3.60017 1.91688 2.58710 0.6 0.1 -0.4
N -4.45243 -7.32030 -0.99447 0.7 -1.7 0.8
C -4.98020 -6.21291 -0.38409 0.1 0.1 -1.9
C -5.02974 -5.29375 -1.40257 0.0 1.5 0.7
C -4.37409 -5.78424 -2.56312 -0.3 0.0 0.2
C -4.06959 -7.09411 -2.30377 0.5 0.2 0.6
H -4.37587 -8.21443 -0.52839 0.2 0.2 -0.2
H -5.19749 -6.08549 0.66568 -0.3 -0.5 -0.2
H -5.48129 -4.32197 -1.24976 0.3 0.1 -0.3
H -4.05189 -5.17835 -3.39627 -0.3 -0.2 -0.2
H -3.44544 -7.79755 -2.87245 -0.7 0.3 0.5
N -1.53591 4.07493 4.60240 2.1 -0.9 0.7
C -2.34003 2.96045 4.47670 -0.6 1.1 -0.7
C -3.64803 3.42395 4.53506 0.3 0.0 0.4
C -3.59474 4.81645 4.81545 1.8 -1.1 -0.1
C -2.26027 5.19565 4.90757 -0.9 -0.2 -1.1
H -0.48432 3.99284 4.55246 -1.9 0.5 0.1
H -1.93679 1.98673 4.19842 -0.2 0.5 0.3
H -4.56547 2.86352 4.45352 0.1 -0.2 -0.1
H -4.40717 5.44244 4.91677 -1.6 1.2 0.3
H -1.89150 6.22423 4.91732 0.3 -0.7 0.3
N -6.53983 0.70043 -4.76320 -0.2 0.5 -1.0
C -6.94331 -0.11782 -3.73941 0.9 0.6 0.0
C -5.95054 -0.01157 -2.78849 -0.3 -1.6 1.4
C -4.95112 0.88437 -3.21841 0.1 0.2 -1.7
C -5.32945 1.30447 -4.52165 -0.7 -0.9 2.3
H -7.07620 0.99957 -5.57103 0.0 -0.5 0.4
H -7.82347 -0.73891 -3.76261 0.0 0.2 -0.1
H -5.90885 -0.68325 -1.88217 0.0 1.1 -1.0
H -4.00344 1.02147 -2.71008 -0.2 0.3 -0.2
H -4.99842 2.03431 -5.22963 0.5 0.1 0.0
C 4.57797 -0.32112 -2.76794 -1.3 0.8 -1.0
Cl 4.07670 0.73633 -1.49670 -0.1 0.5 1.2
Cl 5.36526 0.62822 -3.99358 0.9 0.3 -0.5
Cl 3.10037 -0.96770 -3.52718 0.2 -0.7 0.3
H 5.24256 -1.04542 -2.37299 0.2 -0.9 0.0
C -3.15288 -2.80448 3.49815 -0.2 0.0 -1.2
Cl -4.73065 -3.56335 3.59220 -0.2 0.0 0.2
Cl -1.92494 -4.04646 3.13626 0.3 -0.3 0.1
Cl -2.70780 -1.93841 4.92505 -0.2 0.3 0.2
H -3.16481 -2.19996 2.57850 0.1 0.2 0.8
```
Forces are in eV/Å.

## Properties
⟨S²⟩: 0.761
Frontier orbital gap (spin up / spin down): 7.266 / 2.870 eV
E_LUMO (spin up / spin down): -0.5 / -4.9 eV
Spin multiplicity: 2
Calculated total energy: -206784.10851 eV

2.
C2H5CoO3 | wB97M-V/def2-TZVPD

```
11
Properties=species:S:1:pos:R:3:forces:R:3
H -0.52500 -1.91060 -0.81147 0.0 -0.1 -0.6
O -1.05998 -0.00551 -1.26366 -2.8 0.2 1.2
O -2.25261 -0.43540 -0.54483 1.7 0.2 -1.9
C -0.11702 -1.03163 -1.32993 2.5 -1.8 1.1
H 0.11847 -1.18002 -2.39046 0.2 -0.1 0.3
Co -1.48883 0.88212 0.47308 -0.7 1.3 1.0
O -0.07181 1.22072 1.60794 0.4 -1.0 0.4
C 1.14150 0.97635 1.61973 0.8 3.3 0.5
H 1.68368 1.02929 2.57841 -0.3 -0.9 0.0
H 0.82600 -0.76582 -0.66794 -1.6 0.0 -1.6
H 1.74560 1.22049 0.72914 -0.1 -1.1 -0.2
```
Forces are in eV/Å.

## Properties
⟨S²⟩: 6.012
Frontier orbital gap (spin up / spin down): 11.275 / 8.231 eV
E_LUMO (spin up / spin down): -10.5 / -13.8 eV
ΔE to the lowest compared entry with this formula, charge and spin: 0.000 eV
Charge: +2
Spin multiplicity: 5
Calculated total energy: -45897.49857 eV

3.
C6H14N2O | wB97M-V/def2-TZVPD

```
23
Properties=species:S:1:pos:R:3:forces:R:3
C -1.01938 1.09978 -0.35769 0.2 -0.6 0.4
C 0.33570 1.72156 -0.50837 2.8 -0.5 1.3
C 0.53812 3.08698 0.09105 -0.2 0.3 -0.6
C 1.81756 0.87011 -0.55770 -2.9 1.6 1.6
O 1.03547 1.34179 -1.62521 0.3 -0.4 -1.8
H -1.18923 0.34890 -1.12995 0.1 0.0 0.0
H -1.80561 1.85147 -0.44089 0.1 0.1 0.1
H -1.10624 0.59104 0.60555 -0.2 0.1 0.0
H -0.19805 3.78119 -0.32078 0.0 0.2 0.0
H 0.40464 3.06749 1.17267 0.0 -0.1 0.0
H 1.53725 3.45942 -0.12181 0.0 0.1 0.0
H 1.60869 -0.02288 0.01578 0.1 -0.7 -1.0
H 2.76862 1.37140 -0.42306 -0.2 0.1 0.2
N -1.95018 -2.10793 0.75384 0.2 0.0 -0.1
C -0.63530 -2.24796 1.25656 0.2 0.0 -0.1
C 0.44688 -2.36211 0.48167 -0.1 0.5 0.2
N 0.44777 -2.37232 -0.92072 -0.1 -0.2 -0.2
H -2.65479 -2.26177 1.45702 0.0 0.0 0.0
H -2.12867 -2.70037 -0.04488 -0.1 0.0 0.0
H -0.52260 -2.17694 2.32914 0.0 -0.2 0.0
H 1.42333 -2.43522 0.93946 0.0 0.0 0.0
H -0.40049 -2.00762 -1.33004 0.0 0.1 0.0
H 1.24651 -1.89601 -1.32163 -0.1 -0.1 0.0
```
Forces are in eV/Å.

## Properties
Frontier orbital gap: 8.397 eV
E_LUMO: 0.9 eV
ΔE to the lowest compared entry with this formula, charge and spin: 3.800 eV
SMILES: CC1(C)CO1.N/C=C\N
Calculated total energy: -11473.97015 eV

4.
C7H12 | wB97M-V/def2-TZVPD

```
19
Properties=species:S:1:pos:R:3:forces:R:3
C -2.48310 0.65814 0.52352 0.9 0.2 0.7
C -1.99840 -0.08512 -0.70161 0.3 0.1 0.2
C -0.49132 -0.15002 -0.48465 0.2 -0.1 -0.1
C 0.40783 -0.82940 -1.50152 0.1 -0.1 -0.2
C 1.71948 -0.68662 -0.84944 0.4 0.1 0.4
C 2.42511 -0.32992 0.06307 -0.3 -0.2 -0.4
C 2.91074 0.22934 1.32363 0.0 0.0 0.1
H -3.14581 0.08480 1.17845 0.5 0.2 0.1
H -0.74644 0.90187 1.54333 -3.3 -0.1 -1.2
H -2.89322 1.65273 0.31473 0.5 -0.1 0.4
H -2.40507 -1.10438 -0.79458 0.0 0.3 0.2
H -2.20834 0.43431 -1.65071 -0.1 0.1 0.4
H -0.36965 -0.62524 0.49355 0.2 -0.1 -0.3
H -0.17395 0.88773 -0.33978 0.2 -0.2 -0.2
H 0.11109 -1.87460 -1.63654 0.2 0.1 -0.1
H 0.34890 -0.32243 -2.46971 0.1 -0.1 0.0
H 2.01281 0.61823 1.82871 0.3 0.0 0.1
H 3.60901 1.05949 1.18401 -0.1 -0.2 0.0
H 3.37036 -0.51892 1.97556 0.0 0.1 -0.1
```
Forces are in eV/Å.

## Properties
Frontier orbital gap: 9.138 eV
E_LUMO: 0.1 eV
ΔE to the lowest compared entry with this formula, charge and spin: 5.808 eV
Calculated total energy: -7447.62333 eV

no.,M (Da)
1,1508.7
2,136.0
3,130.2
4,96.2